[1]
Formula: C19H25N6O2PdS2Si
Source: OMol25
Level of theory: wB97M-V/def2-TZVPD

Properties
LUMO level (spin up / spin down) in hartree: 0.0687 / 0.0667
HOMO energy (spin up / spin down) in hartree: -0.16601 / -0.18055
HOMO-LUMO gap (spin up / spin down) in eV: 6.39 / 6.73
Net charge: -1
2S+1: 3
Expectation value of S²: 2.0084

Positions of all 56 atoms, in Å:
Pd 11.221 9.107 9.904
S 11.595 11.412 9.257
S 13.503 9.280 9.043
Si 11.016 8.018 6.815
O 9.046 9.376 10.721
O 10.260 8.066 8.281
N 16.655 11.009 9.585
N 13.612 14.310 9.424
N 13.280 10.975 17.002
N 7.636 9.362 8.975
N 11.976 9.626 12.074
N 8.078 7.292 10.105
C 7.936 6.519 8.878
C 14.274 11.850 9.105
C 13.215 10.968 9.082
C 13.289 9.745 12.283
C 12.797 10.212 14.555
C 8.316 8.694 9.953
C 13.761 10.031 13.575
C 6.846 7.120 7.999
C 9.099 6.703 11.025
C 7.939 10.670 8.667
C 15.602 11.420 9.319
C 13.113 10.607 15.923
C 11.088 9.765 12.992
C 11.445 10.042 14.277
C 9.733 7.108 5.766
C 12.550 6.914 6.866
C 13.996 13.246 9.299
C 11.318 9.752 6.105
C 7.010 8.682 7.862
H 6.077 9.197 7.688
H 10.733 10.210 15.063
H 8.389 11.221 9.496
H 10.091 9.742 12.633
H 14.796 9.947 13.835
H 13.518 7.424 6.807
H 9.466 6.175 6.298
H 9.041 5.596 11.113
H 8.707 10.785 7.891
H 12.019 9.782 5.242
H 12.526 6.448 7.861
H 6.930 6.785 6.966
H 10.090 6.928 10.639
H 13.922 9.610 11.421
H 12.628 6.134 6.126
H 8.893 7.662 5.423
H 8.842 6.516 8.333
H 7.701 5.498 9.179
H 10.298 6.799 4.827
H 5.885 6.749 8.380
H 7.759 8.826 7.057
H 10.391 10.271 5.888
H 11.695 10.331 6.856
H 9.001 7.181 12.045
H 7.089 11.114 8.200

[2]
Formula: C4H9NO2
Source: OMol25
Level of theory: wB97M-V/def2-TZVPD

Properties
LUMO level in hartree: 0.0359
HOMO energy in hartree: -0.31575
HOMO-LUMO gap in eV: 9.57
Net charge: 0

Positions of all 16 atoms, in Å:
O -1.053 1.374 -0.664
O 1.695 -1.008 2.458
N -0.890 1.324 -2.775
C -0.216 -0.704 1.115
C -0.420 -1.507 0.074
C 1.144 -0.169 1.458
C -0.567 0.641 -1.684
H 2.491 -0.575 2.782
H -0.665 1.012 -3.710
H -1.410 -1.888 -0.168
H 1.068 0.874 1.814
H -1.393 2.191 -2.600
H 1.781 -0.172 0.559
H -0.915 0.854 0.148
H -1.046 -0.452 1.777
H 0.396 -1.796 -0.584

[3]
Formula: C2H5N2O
Source: OMol25
Level of theory: wB97M-V/def2-TZVPD

Properties
LUMO level in hartree: -0.1566
HOMO energy in hartree: -0.55608
SMILES: [H]/N=C1\O[C@@H]1[NH3+]
HOMO-LUMO gap in eV: 10.87
Net charge: +1

Positions of all 10 atoms, in Å:
O 0.491 1.178 0.263
N -1.483 -0.115 0.190
N 2.248 -0.719 0.060
C -0.109 0.211 -0.456
C 1.201 -0.156 0.063
H -1.295 0.341 1.211
H 3.135 -0.301 0.430
H -1.784 -1.114 0.138
H -0.196 0.419 -1.448
H -2.208 0.257 -0.450

[4]
Formula: C40H53N8OS3Sr
Source: OMol25
Level of theory: wB97M-V/def2-TZVPD

Properties
LUMO level in hartree: -0.0875
HOMO energy in hartree: -0.35900
HOMO-LUMO gap in eV: 7.39
Net charge: +1

Positions of all 106 atoms, in Å:
Sr -0.024 -0.439 -0.221
S 5.178 1.244 -0.112
S 2.565 -0.468 1.932
S 2.862 0.404 -1.819
O -0.870 -0.823 1.736
N 4.996 -1.415 2.417
N -0.341 1.350 2.318
N -0.365 1.622 -1.629
N 0.696 -2.557 -1.117
N -1.821 -1.661 -1.233
N 3.003 2.555 -0.260
N 4.245 0.168 3.911
N -0.306 1.566 0.994
C -0.305 2.803 -0.980
C 4.000 -0.580 2.800
C 3.559 1.439 -0.735
C 4.773 -2.424 1.397
C 1.868 -6.495 -2.440
C -0.382 4.014 1.302
C -1.616 -2.912 -1.664
C 0.156 -4.678 -2.037
C 1.965 -2.941 -1.058
C -0.213 -3.412 -1.608
C 3.359 -6.778 -2.243
C 1.066 -7.529 -1.635
C 2.407 -4.188 -1.468
C -0.405 1.616 -2.956
C -0.542 0.052 2.593
C 3.635 3.220 0.865
C -3.061 -1.179 -1.244
C 1.540 -6.614 -3.937
C -5.146 -3.988 -2.708
C 0.169 -2.073 5.600
C -6.174 -4.152 -1.578
C -0.380 2.766 -3.727
C 3.371 1.273 4.273
C 1.485 -5.100 -1.970
C -0.423 0.587 5.053
C -4.733 -5.375 -3.202
C -4.149 -1.893 -1.701
C -0.082 -1.673 4.299
C -0.292 3.984 -3.073
C 5.097 2.771 0.886
C -0.259 4.006 -1.688
C 6.400 -1.117 2.659
C 0.114 -1.146 6.633
C -3.963 -3.190 -2.182
C -2.666 -3.689 -2.145
C -0.361 -0.338 4.015
C -5.780 -3.219 -3.878
C -0.194 0.180 6.358
C -0.313 2.753 0.492
C 4.921 -0.413 5.064
H -6.144 -2.239 -3.568
H -0.588 -5.356 -2.429
H 0.404 -3.108 5.815
H -0.008 -7.412 -1.784
H 2.077 -5.854 -4.505
H 3.458 -4.422 -1.394
H 3.129 2.945 1.795
H 6.508 -0.176 3.190
H 4.205 -0.521 5.883
H -1.317 4.544 1.110
H 5.735 0.230 5.405
H 5.764 3.501 0.433
H -0.047 -2.375 3.478
H -4.016 -5.307 -4.023
H -5.128 -1.436 -1.683
H 0.307 -1.456 7.652
H 3.963 2.031 4.791
H 2.668 -2.209 -0.672
H -0.211 4.947 -1.160
H -2.473 -4.691 -2.493
H -5.057 -3.078 -4.684
H -6.626 -3.783 -4.273
H 0.472 -6.493 -4.124
H -6.535 -3.190 -1.216
H -0.427 2.702 -4.804
H 2.918 1.703 3.385
H -3.185 -0.168 -0.867
H 3.776 -2.840 1.504
H 6.916 -1.032 1.700
H -4.303 -5.973 -2.396
H -7.032 -4.719 -1.942
H -0.254 4.908 -3.634
H 0.440 4.692 1.060
H 4.876 -2.006 0.390
H -5.612 -5.901 -3.572
H -0.249 0.895 7.169
H 3.582 -7.792 -2.575
H 5.318 -1.397 4.831
H -0.650 1.620 4.822
H 5.510 -3.217 1.531
H -0.452 0.639 -3.426
H 1.278 -7.428 -0.569
H 1.342 -8.537 -1.946
H 1.840 -7.596 -4.306
H -5.739 -4.693 -0.736
H -0.335 3.756 2.357
H 5.438 2.546 1.894
H 3.977 -6.094 -2.829
H 3.563 4.302 0.744
H 3.644 -6.701 -1.193
H 2.025 2.709 -0.443
H 6.878 -1.912 3.236
H 2.566 0.941 4.929

[5]
Formula: C36H92O30S8
Source: OMol25
Level of theory: wB97M-V/def2-TZVPD

Properties
LUMO level in hartree: -0.0073
HOMO energy in hartree: -0.34105
SMILES: CCOS(C)(=O)=O.CCOS(C)(=O)=O.CCOS(C)(=O)=O.CCOS(C)(=O)=O.CCOS(C)(=O)=O.CCOS(C)(=O)=O.CCOS(C)(=O)=O.CCOS(C)(=O)=O.COCCOCCOC.COCCOCCOC
HOMO-LUMO gap in eV: 9.08
Net charge: 0

Positions of all 166 atoms, in Å:
S -16.530 23.112 13.838
S -13.155 15.548 13.271
S -4.842 14.638 12.507
S -5.942 13.626 22.194
S -5.385 17.316 17.110
S -17.590 18.439 19.708
S -20.510 19.111 14.347
S -10.148 19.055 22.441
O -13.574 19.194 16.646
O -9.903 15.705 19.334
O -6.254 18.609 17.599
O -12.565 23.879 11.484
O -16.576 22.374 15.334
O -12.994 16.896 12.326
O -17.655 19.729 20.737
O -6.220 16.100 17.287
O -15.294 24.899 10.721
O -14.567 15.403 13.636
O -4.674 14.302 22.555
O -21.347 19.189 13.131
O -17.512 22.613 12.922
O -6.242 14.456 13.388
O -21.006 18.621 15.663
O -8.705 18.454 21.856
O -11.513 22.047 13.580
O -10.689 19.741 21.250
O -4.806 13.625 11.457
O -10.754 18.046 17.648
O -10.920 17.932 23.090
O -16.419 17.620 20.182
O -6.290 12.301 22.706
O -4.745 16.062 12.115
O -3.990 17.359 17.600
O -5.930 13.358 20.529
O -16.335 24.563 14.061
O -12.402 14.427 12.692
O -19.096 18.297 13.922
O -17.788 18.855 18.328
C -9.478 17.925 18.121
C -14.967 19.368 16.583
C -7.797 19.421 21.200
C -16.325 25.859 11.120
C -6.335 18.824 21.035
C -5.008 12.405 20.020
C -9.360 17.070 19.339
C -12.645 19.190 11.889
C -14.093 25.615 10.489
C -10.808 21.594 14.700
C -13.573 18.175 12.602
C -11.631 19.051 18.098
C -6.354 21.051 17.994
C -18.388 23.632 16.601
C -16.555 21.914 20.494
C -19.192 17.558 20.253
C -5.474 17.757 15.333
C -6.632 13.284 13.987
C -18.151 18.033 14.885
C -7.351 14.858 22.255
C -9.565 20.254 23.795
C -13.124 18.779 17.917
C -9.102 14.783 18.675
C -18.244 16.635 15.611
C -10.803 22.825 12.643
C -6.507 13.531 15.522
C -12.183 16.157 14.824
C -3.569 14.122 13.708
C -11.596 22.882 11.292
C -5.433 11.889 18.649
C -5.505 19.832 17.702
C -19.853 20.768 14.680
C -14.824 22.442 13.187
C -12.931 24.610 10.233
C -16.889 23.164 16.476
C -16.417 20.475 20.881
H -13.135 20.134 11.651
H -15.329 18.345 16.685
H -8.885 17.350 17.410
H -9.832 22.378 12.430
H -6.369 17.966 20.363
H -5.777 12.630 17.927
H -8.084 15.169 18.731
H -16.266 26.151 12.169
H -13.227 23.785 9.585
H -20.595 21.557 14.804
H -17.535 22.270 20.810
H -16.452 26.765 10.528
H -11.266 19.928 17.564
H -12.055 21.986 10.876
H -7.204 14.252 15.950
H -12.146 25.186 9.742
H -17.295 25.498 10.778
H -11.721 17.083 14.482
H -9.204 18.967 18.287
H -7.643 13.181 13.593
H -16.166 23.956 16.668
H -19.116 20.987 13.907
H -18.530 15.965 14.800
H -15.766 20.031 20.128
H -11.393 20.949 15.355
H -6.728 20.864 19.001
H -5.445 13.667 15.726
H -11.421 15.398 15.006
H -13.208 17.703 18.067
H -19.969 18.305 20.415
H -10.649 23.806 13.092
H -8.120 19.517 20.163
H -13.755 26.210 11.338
H -6.087 11.026 18.774
H -14.180 26.123 9.529
H -5.492 16.854 14.723
H -5.643 21.877 17.993
H -5.907 12.534 13.669
H -4.011 12.831 19.907
H -14.059 22.680 13.926
H -10.321 20.230 24.580
H -5.960 18.701 22.051
H -5.701 19.530 20.499
H -10.817 23.018 10.541
H -7.738 20.375 21.726
H -9.854 21.183 14.370
H -5.007 19.852 16.733
H -14.530 17.983 12.116
H -9.542 21.246 23.345
H -7.241 21.126 17.364
H -17.183 18.092 14.387
H -11.425 19.108 19.167
H -4.607 18.299 14.957
H -6.330 18.390 15.100
H -8.430 17.054 19.908
H -9.312 14.835 17.607
H -4.919 11.526 20.658
H -18.972 16.846 16.394
H -4.807 19.608 18.509
H -13.599 19.286 18.756
H -18.565 24.433 15.883
H -17.319 16.304 16.084
H -14.848 21.400 12.867
H -3.499 13.098 14.076
H -4.395 11.692 18.380
H -8.343 14.508 21.970
H -10.535 22.367 15.418
H -18.189 18.778 15.680
H -3.783 14.736 14.582
H -6.997 15.536 21.478
H -19.115 17.042 21.210
H -15.271 19.830 15.643
H -11.822 19.513 12.527
H -16.658 22.110 19.427
H -12.308 18.810 10.925
H -12.884 16.321 15.643
H -19.083 22.828 16.361
H -19.423 16.806 19.498
H -10.055 17.577 20.008
H -19.400 20.706 15.670
H -6.847 12.586 15.946
H -2.577 14.345 13.315
H -9.226 13.728 18.919
H -14.676 23.026 12.279
H -15.507 19.954 17.327
H -16.657 22.575 17.363
H -18.807 24.120 17.481
H -7.256 15.239 23.271
H -15.939 20.435 21.860
H -8.573 19.933 24.112
H -13.733 18.324 13.670
H -15.754 22.581 20.814

[6]
Formula: C50H39BaN5O2P3SSe2
Source: OMol25
Level of theory: wB97M-V/def2-TZVPD

Properties
LUMO level in hartree: 0.0759
HOMO energy in hartree: -0.14532
HOMO-LUMO gap in eV: 6.02
Net charge: -1

Positions of all 103 atoms, in Å:
Ba -0.165 0.129 -0.710
Se -0.191 2.365 3.114
Se 6.961 2.139 -0.351
S -3.136 0.236 0.383
P 5.615 2.571 1.204
P -0.333 -2.479 1.591
P 1.818 2.967 2.954
O -1.273 -2.106 -1.565
O -1.755 -0.317 -2.762
N 0.381 -3.691 0.608
N 1.847 -2.196 -0.397
N 3.701 1.468 -0.281
N 2.414 1.256 -0.401
N 1.749 1.734 0.634
C 5.389 5.185 0.425
C 1.309 -1.818 3.702
C -3.978 -3.444 3.155
C 0.453 -2.803 3.218
C -2.656 -3.047 3.030
C 3.809 3.285 4.905
C -1.990 -3.193 1.814
C 7.304 2.019 3.327
C 4.502 2.928 6.051
C -3.563 -1.517 -1.764
C -5.421 -1.078 -0.325
C 2.503 -4.071 -2.338
C 3.896 2.133 0.874
C -2.674 -3.718 0.720
C 1.858 -3.193 5.594
C 1.701 5.518 4.027
C 4.153 1.774 6.735
C 2.265 5.421 1.689
C -4.072 -0.842 -0.638
C 2.622 2.309 1.470
C 5.701 7.135 1.790
C 1.991 7.547 2.777
C 0.997 -4.178 5.124
C 1.986 4.772 2.883
C 1.573 -4.372 -1.372
C -4.358 -2.374 -2.512
C 7.745 1.292 4.420
C -5.687 -2.592 -2.179
C 5.622 4.366 1.530
C 5.942 6.329 2.889
C -2.115 -1.324 -2.103
C -4.650 -3.978 2.064
C 6.085 1.707 2.726
C 6.991 0.225 4.894
C 3.122 -2.822 -2.330
C -6.212 -1.931 -1.073
C 0.300 -3.983 3.943
C 1.272 -3.401 -0.403
C 1.711 6.899 3.975
C 5.430 6.560 0.555
C 2.012 -2.013 4.884
C 3.111 0.982 6.274
C 5.914 4.945 2.758
C 2.768 2.492 4.434
C -3.998 -4.110 0.848
C 5.797 -0.109 4.276
C 2.263 6.809 1.638
C 5.339 0.633 3.198
C 2.755 -1.928 -1.347
C 2.416 1.339 5.128
H -4.489 -3.317 4.101
H 5.314 3.550 6.408
H 2.478 4.843 0.798
H 0.870 -5.098 5.682
H 7.344 -0.353 5.739
H 7.914 2.814 2.915
H 1.490 7.475 4.865
H 4.408 0.365 2.711
H -6.300 -3.260 -2.773
H 3.864 -2.548 -3.067
H 2.745 -4.801 -3.101
H 4.692 1.494 7.632
H -4.532 -4.473 -0.021
H 1.577 0.749 4.777
H -5.691 -4.265 2.153
H -7.249 -2.084 -0.791
H 2.404 -3.347 6.518
H 3.206 -0.941 -1.298
H 6.164 6.774 3.851
H 5.726 8.213 1.894
H 1.415 -0.890 3.146
H 1.456 5.007 4.950
H -2.145 -2.608 3.879
H 5.218 -0.952 4.633
H 5.200 4.727 -0.539
H 2.675 -1.238 5.248
H -2.192 -3.744 -0.250
H 2.827 0.087 6.816
H 1.992 8.629 2.735
H 5.250 7.188 -0.309
H 2.480 7.311 0.704
H -0.377 -4.750 3.583
H -3.923 -2.878 -3.369
H 6.137 4.320 3.611
H 8.689 1.540 4.888
H -0.052 -4.598 0.555
H 1.063 -5.326 -1.354
H 4.055 4.200 4.386
H -5.831 -0.573 0.541

Ordered relative energy (zero: lowest compared OMol25 entry of this formula, charge and spin) results: 3.3; 83.7; 84.0; 36.0; 192.5; 0.0; unit kcal/mol.